A.
DFT (ωB97M-V with the def2-TZVPD basis set) results for a molecular structure, C3H5NO.

Cartesian coordinates (Å):
C1 0.642 1.339 -0.400
O1 -0.591 1.088 -0.455
C2 -1.013 -0.620 0.126
C3 0.351 -1.070 0.383
N1 0.265 -2.206 0.780
H1 1.069 1.853 0.473
H2 1.259 1.289 -1.307
H3 1.187 -0.249 0.159
H4 -1.526 -1.019 -0.744
H5 -1.643 -0.405 0.984

The net charge is 0. The HOMO-LUMO gap (spin up / spin down) comes out at 8.42 / 8.39 eV. The value obtained for the LUMO energy (spin up / spin down) is -0.37 / -0.35 eV.

B.
DFT (ωB97M-V with the def2-TZVPD basis set) results for C3H5NO in the gas phase.

Cartesian coordinates (Å):
O1 -0.021 -1.739 1.436
C1 0.087 -1.282 0.178
N1 0.064 -0.036 -0.066
C2 0.107 1.020 -1.041
C3 0.098 1.277 0.447
H1 0.216 -2.041 -0.583
H2 1.045 1.125 -1.586
H3 -0.784 1.073 -1.671
H4 -0.870 1.577 0.859
H5 0.056 -0.973 2.028

The net charge is 0. The HOMO-LUMO gap comes out at 8.20 eV. The value obtained for the LUMO energy is 0.88 eV.

Stability ranking, top and bottom: B is the most stable and A is the least stable.

A.
DFT (ωB97M-V with the def2-TZVPD basis set) results for C3H5NO in the gas phase.

Cartesian coordinates (Å):
N1 -2.293 0.181 -1.791
C1 -1.491 -0.192 -1.045
C2 -0.464 -0.639 -0.102
C3 0.533 0.473 0.220
O1 1.456 -0.081 1.130
H1 -0.944 -0.978 0.821
H2 0.069 -1.494 -0.527
H3 -0.001 1.332 0.649
H4 1.022 0.807 -0.707
H5 2.112 0.591 1.352

The net charge is 0. The HOMO-LUMO gap comes out at 11.77 eV. Its structure (SMILES) is N#CCCO. The value obtained for the LUMO energy is 0.64 eV.

B.
DFT (ωB97M-V with the def2-TZVPD basis set) results for C3H5NO in the gas phase.

Cartesian coordinates (Å):
O1 -0.535 1.736 1.338
C1 -0.277 0.735 0.655
C2 -0.307 -0.793 0.502
C3 0.392 -0.501 -0.861
N1 0.302 0.982 -0.493
H1 0.290 -1.344 1.235
H2 -1.307 -1.231 0.440
H3 1.414 -0.888 -0.949
H4 -0.182 -0.788 -1.749
H5 0.210 2.093 -0.118

The net charge is 0. The HOMO-LUMO gap comes out at 10.60 eV. Its structure (SMILES) is O=C1CCN1. The value obtained for the LUMO energy is 0.97 eV.

C.
DFT (ωB97M-V with the def2-TZVPD basis set) results for 2 unconnected molecules or ions with the total composition C3H5NO.

Cartesian coordinates (Å):
C1 2.453 0.073 0.448
C2 0.076 1.117 -0.383
C3 -1.228 -0.717 0.288
N1 -0.484 0.484 0.567
O1 2.702 -0.767 -0.288
H1 0.586 2.044 -0.072
H2 0.093 0.853 -1.392
H3 -2.254 -0.654 0.853
H4 -1.367 -0.844 -0.795
H5 -0.577 -1.591 0.775

The net charge is 0. The HOMO-LUMO gap comes out at 10.80 eV. The value obtained for the LUMO energy is 1.03 eV.

D.
DFT (ωB97M-V with the def2-TZVPD basis set) results for C3H5NO in the gas phase.

Cartesian coordinates (Å):
O1 -2.341 0.689 0.964
C1 -1.325 0.211 0.521
N1 -0.266 -0.308 1.163
C2 0.739 -0.710 0.194
C3 0.673 0.470 -0.658
H1 -1.182 0.201 -0.642
H2 1.695 -0.777 0.726
H3 0.551 -1.662 -0.315
H4 0.495 0.463 -1.731
H5 0.960 1.422 -0.222

The net charge is 0. The HOMO-LUMO gap (spin up / spin down) comes out at 7.62 / 7.53 eV. The value obtained for the LUMO energy (spin up / spin down) is -1.67 / -1.71 eV.

Stability ranking, top and bottom: A is the most stable and D is the least stable.

A.
DFT (ωB97M-V with the def2-TZVPD basis set) results for 2 unconnected molecules or ions with the total composition C4H4N2O2.

Cartesian coordinates (Å):
C1 1.455 0.059 -0.045
C2 0.093 0.107 -0.052
C3 -2.175 -0.477 -0.072
C4 -0.778 1.279 -0.024
H1 3.461 -0.375 0.658
H2 2.289 0.985 0.122
H3 -0.471 -1.832 0.134
H4 -0.287 2.221 -0.220
N1 -0.825 -0.968 -0.401
N2 -2.008 0.960 -0.126
O1 2.460 -0.881 -0.102
O2 -3.215 -1.078 0.127

The net charge is 0. The HOMO-LUMO gap comes out at 7.70 eV. The value obtained for the LUMO energy is -1.38 eV.

B.
DFT (ωB97M-V with the def2-TZVPD basis set) results for C4H4N2O2 in the gas phase.

Cartesian coordinates (Å):
C1 -0.657 0.736 -1.980
C2 0.327 0.696 -1.056
N1 0.320 -0.052 0.154
O1 1.439 -0.092 0.978
C3 0.927 -0.806 2.035
N2 -0.272 -1.183 1.959
C4 -0.797 -0.594 0.661
O2 -1.861 -0.765 0.208
H1 -0.641 1.608 -2.752
H2 -1.529 0.002 -2.010
H3 1.149 1.473 -1.109
H4 1.594 -1.024 2.913

The net charge is 0. The HOMO-LUMO gap comes out at 10.22 eV. Its structure (SMILES) is C=Cn1ocnc1=O. The value obtained for the LUMO energy is 0.80 eV.

Stability ranking, top and bottom: B is the most stable and A is the least stable.